DFT (wB97M-V/def2-TZVPD) results for 7 unconnected molecules or ions with the total composition C17H39N5O11 at a distorted geometry.

<S²>: 0.754
Spin multiplicity: 2
Lowest unoccupied orbital energy (spin up / spin down): -4.30 / -7.10 eV
Strongest force on any atom: 4.01 eV/Å
Total charge: +1
Kohn-Sham gap (spin up / spin down): 7.6 / 4.8 eV

Structure (XYZ):
```
72
C17H39N5O11 (wB97M-V/def2-TZVPD)
N -1.393 1.780 2.557
H -2.392 1.742 2.411
H -1.136 1.011 1.955
H -1.123 1.479 3.482
H -1.036 2.612 2.109
C 0.282 -0.762 -0.025
O -0.437 -0.478 1.142
H 0.551 -1.818 -0.042
H -0.247 -0.705 -0.976
H 1.252 -0.277 -0.140
C 1.786 -4.027 -2.180
N 0.680 -4.496 -3.024
O 0.583 -4.060 -4.143
O -0.052 -5.311 -2.471
H 1.958 -4.620 -1.281
H 1.520 -3.012 -1.884
H 2.635 -4.192 -2.843
C 1.506 -0.012 -3.389
N 2.911 0.210 -3.903
O 3.020 1.157 -4.722
O 3.791 -0.333 -3.312
H 0.769 0.275 -4.139
H 1.206 0.563 -2.513
H 1.367 -1.012 -2.979
C -1.346 2.871 -1.139
C -0.068 3.039 -0.401
C 1.002 3.743 -1.245
O 2.251 3.616 -0.557
C 2.941 2.405 -0.778
N -0.255 3.821 0.786
H -1.227 2.421 -2.125
H -1.875 3.818 -1.246
H -2.046 2.178 -0.673
H 0.353 2.038 -0.313
H 0.749 4.796 -1.367
H 1.015 3.233 -2.208
H 2.298 1.542 -0.949
H 3.678 2.181 -0.007
H 3.470 2.492 -1.727
H 0.589 4.352 0.948
H -0.996 4.491 0.638
C -3.359 -3.006 1.341
C -4.020 -2.053 0.381
C -5.504 -1.921 0.670
O -6.159 -3.134 0.206
C -7.507 -2.993 0.508
N -3.307 -0.752 0.389
H -3.859 -3.973 1.272
H -3.426 -2.680 2.379
H -2.320 -3.150 1.043
H -3.922 -2.527 -0.596
H -5.789 -1.052 0.078
H -5.693 -1.644 1.707
H -7.627 -3.023 1.591
H -8.140 -3.800 0.140
H -7.903 -1.984 0.394
H -3.268 -0.449 -0.574
H -2.329 -0.801 0.637
C 3.621 -0.414 1.815
C 2.757 0.200 2.619
C 3.021 1.618 3.047
O 2.036 2.299 3.445
C 4.412 2.070 2.869
C 5.247 1.343 2.120
C 4.992 0.003 1.435
O 5.746 -0.670 0.765
O 6.411 1.850 1.703
O 1.573 -0.333 3.086
H 3.223 -1.396 1.603
H 4.676 3.078 3.154
H 6.821 1.244 1.082
H 1.059 -0.702 2.363
```



DFT (wB97M-V/def2-TZVPD) results for a molecular structure, C38H28N4O5PdSSeTe.

Lowest unoccupied orbital energy: 2.82 eV
Strongest force on any atom: 0.78 eV/Å
Total charge: -2
Kohn-Sham gap: 3.6 eV

Structure (XYZ):
```
79
C38H28N4O5PdSSeTe (wB97M-V/def2-TZVPD)
Pd -0.881 -2.524 -0.370
C 7.572 8.236 -0.231
O 7.975 6.898 -0.429
C 6.994 5.947 -0.451
C 7.421 4.636 -0.638
C 6.500 3.608 -0.674
C 5.135 3.858 -0.524
C 4.724 5.173 -0.340
C 5.639 6.216 -0.304
C 4.126 2.794 -0.553
N 2.832 2.994 -0.554
C 2.272 1.736 -0.575
C 3.247 0.771 -0.589
N 4.436 1.460 -0.578
C 2.980 -0.633 -0.607
C 3.945 -1.648 -0.623
C 3.530 -2.953 -0.645
C 2.158 -3.249 -0.635
N 1.247 -2.294 -0.608
C 1.630 -1.005 -0.604
C 0.578 0.002 -0.582
N -0.701 -0.443 -0.551
C -1.684 0.440 -0.512
C -1.456 1.819 -0.487
C -0.168 2.291 -0.515
C 0.884 1.370 -0.569
H 8.481 8.832 -0.239
H 7.065 8.364 0.729
H 6.911 8.577 -1.033
H 8.479 4.444 -0.755
H 6.862 2.600 -0.834
H 3.667 5.368 -0.223
H 5.280 7.224 -0.157
H 5.353 1.056 -0.528
H 5.002 -1.402 -0.621
H 4.236 -3.771 -0.667
H 1.802 -4.282 -0.673
H -2.684 0.028 -0.518
H -2.300 2.493 -0.441
H 0.057 3.349 -0.488
C -7.615 -2.318 -2.613
C -6.683 -2.932 -3.440
C -5.343 -2.961 -3.083
C -4.894 -2.389 -1.888
C -5.844 -1.763 -1.072
C -7.183 -1.732 -1.429
C -3.448 -2.437 -1.583
C -2.857 -2.504 -0.383
C -3.597 -2.661 0.882
C -3.524 -1.715 1.905
C -4.266 -1.869 3.065
C -5.063 -2.993 3.240
C -5.099 -3.966 2.251
C -4.374 -3.802 1.080
H -8.663 -2.294 -2.888
H -7.002 -3.396 -4.366
H -4.619 -3.451 -3.723
H -5.525 -1.301 -0.147
H -7.897 -1.245 -0.774
H -2.808 -2.496 -2.460
H -2.856 -0.866 1.809
H -4.187 -1.127 3.850
H -5.625 -3.125 4.158
H -5.690 -4.864 2.394
H -4.384 -4.560 0.307
Te -0.115 -2.808 2.748
C -0.639 -0.921 3.524
C -0.403 0.344 3.043
C -0.967 1.392 3.824
C -1.639 0.932 4.917
S -1.575 -0.788 4.972
H 0.183 0.521 2.153
H -0.872 2.443 3.578
H -2.158 1.503 5.672
O 0.021 -4.084 -2.963
Se -0.365 -5.281 -1.914
O 1.003 -5.931 -1.281
O -1.223 -4.526 -0.636
O -1.350 -6.412 -2.533
```



DFT (wB97M-V/def2-TZVPD) results for a molecular structure, C16H16Cl2MnN3O4.

<S²>: 4.025
Spin multiplicity: 4
Lowest unoccupied orbital energy (spin up / spin down): -6.65 / -5.12 eV
Strongest force on any atom: 0.77 eV/Å
Total charge: +1
Kohn-Sham gap (spin up / spin down): 4.3 / 5.8 eV

Structure (XYZ):
```
42
C16H16Cl2MnN3O4 (wB97M-V/def2-TZVPD)
Mn -0.045 -0.585 0.036
N -1.324 0.335 -1.243
N -2.628 0.101 -0.758
C -2.728 -0.254 0.585
O -3.718 -0.259 1.229
O -1.497 -0.625 1.038
H -1.099 1.334 -1.272
H -1.245 -0.036 -2.188
H -3.392 0.614 -1.175
Cl 1.848 3.367 0.341
C 3.383 4.141 0.031
C 3.621 5.359 0.644
C 4.870 5.946 0.543
C 5.885 5.297 -0.143
C 5.623 4.091 -0.764
Cl 6.900 3.292 -1.629
C 4.360 3.494 -0.726
N 4.147 2.267 -1.362
C 3.043 1.936 -2.135
C 2.292 2.923 -2.780
C 1.169 2.596 -3.513
C 0.768 1.268 -3.628
C 1.529 0.286 -3.007
C 2.673 0.596 -2.276
C 3.396 -0.508 -1.527
C 3.053 -0.403 -0.057
O 3.771 -0.206 0.858
O 1.669 -0.417 0.140
H 2.831 5.825 1.215
H 5.059 6.899 1.016
H 6.875 5.724 -0.214
H 4.937 1.645 -1.373
H 2.608 3.955 -2.700
H 0.616 3.379 -4.016
H -0.089 1.001 -4.235
H 1.257 -0.758 -3.126
H 4.483 -0.479 -1.583
H 3.057 -1.464 -1.926
C -0.113 -2.332 -0.955
H -0.206 -2.998 -0.096
H 0.790 -2.502 -1.529
H -1.024 -2.301 -1.547
```



DFT (wB97M-V/def2-TZVPD) results for a single C5H8 molecule.

Lowest unoccupied orbital energy (spin up / spin down): -0.24 / -0.59 eV
Strongest force on any atom: 0.86 eV/Å
Total charge: 0
Kohn-Sham gap (spin up / spin down): 7.7 / 7.7 eV

Structure (XYZ):
```
13
C5H8 (wB97M-V/def2-TZVPD)
C -1.467 -0.018 -0.687
C -0.736 0.670 0.482
C 0.404 -0.171 0.955
C 1.513 -0.473 0.223
C 2.277 -0.204 -0.897
H -0.762 -0.212 -1.504
H -1.895 -0.981 -0.381
H -2.277 0.612 -1.067
H -0.369 1.648 0.150
H -1.433 0.825 1.312
H 0.227 -0.818 1.814
H 1.576 -1.554 0.440
H 2.942 0.677 -0.839
```



DFT (wB97M-V/def2-TZVPD) results for a molecular structure, C18H32N5O2SeTi.

Lowest unoccupied orbital energy: -3.55 eV
Strongest force on any atom: 0.09 eV/Å
Total charge: +1
Kohn-Sham gap: 8.8 eV

Structure (XYZ):
```
59
C18H32N5O2SeTi (wB97M-V/def2-TZVPD)
Ti -0.030 0.247 -0.632
Se -2.076 -0.054 -1.861
C -2.126 -1.980 -1.759
C -2.679 -2.639 -0.672
C -2.685 -4.029 -0.677
N -2.200 -4.763 -1.672
C -1.703 -4.117 -2.723
C -1.640 -2.733 -2.818
H -3.119 -2.098 0.154
H -3.105 -4.572 0.162
H -1.332 -4.733 -3.534
H -1.230 -2.263 -3.701
C -1.357 1.912 1.544
N -0.483 0.685 1.377
C 0.813 0.953 2.121
N 0.567 1.250 3.506
C -0.297 2.432 3.599
N -1.583 2.201 2.935
C -2.238 1.052 3.567
N -1.405 -0.152 3.472
C -1.177 -0.458 2.085
C -0.121 0.113 4.127
H -2.302 1.716 1.036
H -0.849 2.747 1.058
H 1.305 1.796 1.633
H 1.437 0.062 2.029
H 0.204 3.282 3.133
H -0.474 2.661 4.648
H -3.196 0.868 3.078
H -2.419 1.277 4.617
H -2.126 -0.628 1.577
H -0.548 -1.345 1.985
H 0.511 -0.773 4.058
H -0.297 0.336 5.179
C 0.233 3.571 -2.630
C 1.331 2.735 -1.994
C 2.199 3.554 -1.054
C 2.160 2.003 -3.036
O 0.670 1.727 -1.186
H 0.674 4.349 -3.254
H -0.378 4.052 -1.865
H -0.407 2.949 -3.257
H 2.724 4.328 -1.613
H 2.941 2.922 -0.566
H 1.588 4.043 -0.293
H 2.664 2.720 -3.683
H 1.521 1.372 -3.656
H 2.919 1.383 -2.556
C 2.161 -2.359 -2.255
C 1.883 -2.259 -0.770
C 1.265 -3.512 -0.186
O 0.976 -1.163 -0.545
H 1.239 -2.582 -2.793
H 2.873 -3.162 -2.445
H 2.583 -1.430 -2.638
H 2.801 -2.003 -0.233
H 0.330 -3.749 -0.696
H 1.065 -3.389 0.879
H 1.947 -4.353 -0.307
```



DFT (wB97M-V/def2-TZVPD) results for a molecular structure, C29H30GeN2O5Tl.

Lowest unoccupied orbital energy: 2.45 eV
Strongest force on any atom: 0.96 eV/Å
Total charge: -1
Kohn-Sham gap: 8.5 eV

Structure (XYZ):
```
68
C29H30GeN2O5Tl (wB97M-V/def2-TZVPD)
Tl -0.485 -0.988 -0.163
C -0.948 -2.674 4.450
C -1.838 -1.473 4.759
C -1.196 -0.142 4.307
C -2.180 1.019 4.534
C -1.568 2.373 4.194
C 0.028 0.100 5.168
O -0.032 0.232 6.376
N 1.206 0.146 4.504
C 1.418 -0.044 3.104
O 2.567 -0.068 2.720
N 0.339 -0.203 2.332
C -0.901 -0.248 2.810
O -1.858 -0.424 2.040
H -1.438 -3.597 4.756
H -0.002 -2.598 4.984
H -0.739 -2.727 3.383
H -2.026 -1.415 5.835
H -2.790 -1.585 4.238
H -2.490 1.010 5.582
H -3.051 0.842 3.902
H -0.737 2.599 4.859
H -2.314 3.156 4.310
H -1.208 2.387 3.167
H 2.045 0.299 5.054
O 0.692 2.111 -2.115
C -0.142 1.303 -2.476
O -1.156 0.902 -1.801
C -0.013 0.606 -3.847
C -1.342 0.541 -4.568
Ge -2.968 0.415 -3.361
C -4.359 -0.154 -4.737
C -4.155 -0.139 -6.111
C -5.125 -0.578 -6.996
C -6.338 -1.038 -6.520
C -6.572 -1.048 -5.154
C -5.590 -0.614 -4.284
C -3.066 -1.153 -2.134
C -2.555 -2.383 -2.526
C -2.488 -3.446 -1.640
C -2.943 -3.291 -0.339
C -3.503 -2.084 0.054
C -3.556 -1.023 -0.840
C -3.840 2.058 -2.622
C -3.504 2.594 -1.386
C -4.155 3.713 -0.897
C -5.162 4.313 -1.635
C -5.508 3.788 -2.869
C -4.845 2.676 -3.357
H 0.335 -0.405 -3.616
H 0.751 1.108 -4.441
H -1.368 -0.320 -5.239
H -1.479 1.438 -5.174
H -3.215 0.226 -6.501
H -4.934 -0.561 -8.062
H -7.097 -1.386 -7.207
H -7.523 -1.396 -4.774
H -5.775 -0.626 -3.217
H -2.208 -2.511 -3.544
H -2.083 -4.397 -1.961
H -2.872 -4.112 0.360
H -3.889 -1.965 1.056
H -3.988 -0.083 -0.531
H -2.710 2.138 -0.818
H -3.879 4.120 0.066
H -5.669 5.191 -1.257
H -6.302 4.246 -3.448
H -5.115 2.276 -4.327
```